1.
{"formula": "C5H8ClN2S", "method": "ωB97M-V with the def2-TZVPD basis set", "symbols": ["C", "C", "C", "C", "C", "N", "N", "S", "Cl", "H", "H", "H", "H", "H", "H", "H", "H"], "xyz": [[-1.332881, -1.091970, 0.167256], [0.766471, 0.937131, -0.064888], [0.712997, -0.151029, -0.864403], [-1.082435, 1.024229, 1.193357], [1.832631, -0.625820, -1.729911], [-0.256215, -1.116564, -0.677288], [-1.612446, -0.236860, 1.103495], [-0.749844, 1.490867, 2.878851], [1.926059, 2.010711, 0.440494], [-2.032129, -1.953041, -0.081656], [-1.820558, 1.678334, 0.879618], [1.513056, -0.920467, -2.735922], [2.426794, -1.608617, -1.464215], [2.490674, 0.326689, -1.819355], [-0.214411, -1.964367, -1.316103], [-2.469047, -0.471318, 1.593194], [-0.098716, 2.672092, 2.497476]], "atomic_forces_ev_per_a": [[1.082, -2.292, -2.681], [-3.693, -1.224, 1.250], [2.051, 0.637, 1.622], [4.140, 1.284, 0.021], [2.261, 0.532, -0.695], [-3.294, -1.405, 0.339], [-0.965, -2.925, -0.797], [1.312, 0.939, -0.287], [-0.119, -0.066, -0.373], [0.861, 1.187, 1.048], [-0.717, 1.772, -1.644], [-0.369, 0.586, -0.038], [-1.056, 2.204, 0.467], [-0.514, -2.144, -0.137], [-0.177, 1.712, 1.130], [-0.037, 0.242, 0.320], [-0.768, -1.040, 0.456]], "nbo_charge": [0.399, -0.013, 0.034, -0.169, -0.675, -0.523, -0.540, 0.038, 0.172, 0.244, 0.207, 0.244, 0.260, 0.260, 0.450, 0.437, 0.174], "de_lowest_kj_mol": 237.2, "e_tot_ha": -1162.83287, "max_force_ev_per_a": 4.34, "total_charge": 1, "e_homo_ev": -12.84}

=====

2.
{"formula": "C5H8ClNO3", "method": "ωB97M-V with the def2-TZVPD basis set", "symbols": ["C", "C", "C", "C", "C", "N", "O", "O", "O", "Cl", "H", "H", "H", "H", "H", "H", "H", "H"], "xyz": [[0.182013, 0.768487, -0.790214], [-0.470523, -0.609264, 1.027355], [1.246230, -1.243969, -1.459393], [0.095988, -0.282588, -1.825205], [-1.288306, 0.557316, 1.354495], [-0.971240, 1.811745, 1.844375], [0.755093, -0.559565, 1.535128], [0.755562, 1.769989, -0.499587], [-0.845090, -1.714584, 0.609128], [-2.979687, 0.518350, 0.853678], [1.326233, -1.998245, -2.240335], [1.029309, -1.838832, -0.472075], [2.169638, -0.704959, -1.325357], [0.190381, 0.072897, -2.827007], [-0.775759, -0.831641, -1.679357], [-1.549108, 2.558988, 1.742190], [1.044795, -0.341351, 2.471415], [0.084471, 2.067225, 1.680765]], "atomic_forces_ev_per_a": [[0.471, 0.647, 0.122], [-2.102, -1.311, 2.288], [-0.398, -1.537, 1.588], [1.973, 0.414, 0.453], [-2.831, 0.296, 0.294], [6.213, -3.025, -0.082], [3.470, 0.434, 1.506], [-0.120, -0.638, -1.168], [-0.309, 2.343, -0.125], [0.852, -0.337, 0.086], [0.188, 0.117, -0.102], [0.396, 1.331, -2.053], [0.442, 0.033, -0.155], [0.108, 0.432, -0.865], [-1.782, -0.640, 0.048], [-2.216, 2.068, -0.562], [-1.522, -0.065, -1.708], [-2.835, -0.562, 0.435]], "nbo_charge": [0.567, 0.646, -0.606, -0.563, 0.092, -0.783, -0.753, -0.530, -0.562, -0.014, 0.221, 0.258, 0.208, 0.224, 0.253, 0.400, 0.528, 0.413], "e_tot_ha": -935.83477, "max_force_ev_per_a": 6.91, "total_charge": 0, "s_squared": 2.012, "e_homo_ev": [-6.36, -10.46], "multiplicity": 3}

=====

What did the second record say?
{"formula": "C5H8ClNO3", "method": "ωB97M-V with the def2-TZVPD basis set", "symbols": ["C", "C", "C", "C", "C", "N", "O", "O", "O", "Cl", "H", "H", "H", "H", "H", "H", "H", "H"], "xyz": [[0.182013, 0.768487, -0.790214], [-0.470523, -0.609264, 1.027355], [1.246230, -1.243969, -1.459393], [0.095988, -0.282588, -1.825205], [-1.288306, 0.557316, 1.354495], [-0.971240, 1.811745, 1.844375], [0.755093, -0.559565, 1.535128], [0.755562, 1.769989, -0.499587], [-0.845090, -1.714584, 0.609128], [-2.979687, 0.518350, 0.853678], [1.326233, -1.998245, -2.240335], [1.029309, -1.838832, -0.472075], [2.169638, -0.704959, -1.325357], [0.190381, 0.072897, -2.827007], [-0.775759, -0.831641, -1.679357], [-1.549108, 2.558988, 1.742190], [1.044795, -0.341351, 2.471415], [0.084471, 2.067225, 1.680765]], "atomic_forces_ev_per_a": [[0.471, 0.647, 0.122], [-2.102, -1.311, 2.288], [-0.398, -1.537, 1.588], [1.973, 0.414, 0.453], [-2.831, 0.296, 0.294], [6.213, -3.025, -0.082], [3.470, 0.434, 1.506], [-0.120, -0.638, -1.168], [-0.309, 2.343, -0.125], [0.852, -0.337, 0.086], [0.188, 0.117, -0.102], [0.396, 1.331, -2.053], [0.442, 0.033, -0.155], [0.108, 0.432, -0.865], [-1.782, -0.640, 0.048], [-2.216, 2.068, -0.562], [-1.522, -0.065, -1.708], [-2.835, -0.562, 0.435]], "nbo_charge": [0.567, 0.646, -0.606, -0.563, 0.092, -0.783, -0.753, -0.530, -0.562, -0.014, 0.221, 0.258, 0.208, 0.224, 0.253, 0.400, 0.528, 0.413], "e_tot_ha": -935.83477, "max_force_ev_per_a": 6.91, "total_charge": 0, "s_squared": 2.012, "e_homo_ev": [-6.36, -10.46], "multiplicity": 3}